174
Properties=species:S:1:pos:R:3 method="wB97M-V/def2-TZVPD" molar_mass_g_mol=1316.57 orbital_gap_ev=4.938 charge=+1
C -3.6172 1.0192 1.1055
C 4.2734 7.3668 -2.7111
C -3.1038 -10.5707 2.8112
H 1.9684 -1.7842 -5.5498
N 1.8210 -7.6601 1.8100
C -1.1052 0.6144 0.6004
C -4.5667 2.4272 5.7711
C 0.3463 0.4837 -1.3432
N 3.5972 2.8386 3.1051
C -2.9890 -1.9256 -2.9588
H -8.4188 4.3916 1.3453
H -1.4469 -0.1590 1.2841
C -3.9673 -7.1666 0.2813
N -7.7747 4.8631 3.3228
H 2.2786 -8.4404 1.3760
H -0.3409 1.1741 1.1292
H -9.1463 7.7353 3.9989
H 2.9325 2.0704 -0.0081
C -4.5142 1.3878 4.8802
H 3.3663 -3.7772 -2.7265
H -0.4139 1.2456 -3.6925
C 3.6732 8.5808 -2.5068
H 0.9424 -2.0637 -4.1606
H 1.6555 1.6906 1.0955
H 3.3420 2.8097 2.1387
H -0.5841 -3.4453 -5.5740
H 7.3307 3.5656 -3.1082
H -2.1261 -2.5334 -3.2381
H -7.7016 -0.0196 5.7574
H -3.6885 0.7826 4.5448
C -1.3790 -1.2133 -1.0640
H 0.1245 0.2470 -5.8192
C 5.8982 8.8976 -2.5769
F 0.1081 3.3464 0.1718
C -0.0511 0.2169 -3.7155
H -9.7619 -0.7810 4.1747
H 3.6159 1.8285 6.1979
C 2.4622 -3.0452 -0.9546
H 6.7208 4.8154 -7.0811
H -7.2141 4.0512 3.5151
C -3.6170 -6.5171 2.3905
H -3.3249 -1.3776 -3.8419
H -2.1422 2.5351 0.8029
H -6.3170 3.6550 6.4442
N -9.1811 -0.0185 7.2854
C 2.0696 1.4159 0.1206
C 4.4060 3.7883 3.6756
H -5.0419 -5.3738 -0.3476
C 0.7694 -0.0248 -4.9832
H 15.1379 3.4372 -8.2718
C 2.3263 3.5475 -2.8051
O 1.5151 -0.2945 2.3572
N -1.8846 -10.1043 2.3800
H -1.5378 -9.1685 2.5020
C 0.9977 -1.5456 -5.1188
H -3.5006 -0.9344 -1.1617
H 5.7245 -3.9642 0.8161
H 5.0819 4.0637 5.7276
F 2.2527 4.4903 -0.6311
F 1.5631 3.0109 -3.7586
S -0.2854 -2.2879 -6.1966
H 2.6007 -6.0635 0.6171
H 9.6749 3.1416 -4.3928
H -0.7298 -1.9467 -1.5372
C -3.1915 -11.8905 2.4680
H -9.7262 6.7566 1.5336
F -0.6014 2.8866 -1.8164
H -5.9102 -1.7725 -0.6458
C 4.7060 9.5530 -2.4216
H -6.0402 0.4749 3.7306
H -3.9132 -7.8273 -0.5671
H -5.3122 2.0963 0.3151
H 2.5528 1.1106 3.8159
H 6.9117 9.2602 -2.5765
N -5.7814 1.1761 4.4044
H 1.5411 -2.7540 -1.4470
C 3.1937 1.9400 4.0632
C -7.9775 5.9027 4.1876
H 3.8605 6.3833 -2.8281
C 7.2725 4.4133 -6.2487
H 10.8804 2.6780 -8.4887
C -10.9333 -0.6322 6.0800
H 0.6232 -2.2903 0.5244
C -4.3051 -5.5107 1.7652
H -2.9436 -8.3911 1.6683
C 0.5349 -6.4715 3.1680
H -11.9373 -0.9009 5.7975
C 1.4708 4.0024 -1.5982
C 3.7463 2.3282 5.2528
H -0.9102 -0.4498 -3.8116
C 0.9532 -7.7386 2.8661
C -8.7321 -0.1846 6.0045
S -6.0922 -0.1312 0.6085
N 1.4777 -2.1989 1.0613
H -3.4950 0.0185 1.5227
C -2.6678 -0.9014 -1.8623
H -3.7304 2.8341 6.3148
O -5.6094 -1.0840 1.5692
C 1.9604 -6.3515 1.4348
H -11.0662 -0.2058 8.2646
C -9.1034 6.2967 2.2826
C -1.9847 -12.2391 1.8015
H 11.6140 3.3898 -5.9790
H -0.2204 -10.9557 1.3481
N -0.6333 -0.0056 -0.6498
C -8.8000 6.8087 3.5725
N 1.1306 1.6194 -1.0017
H 1.0746 -4.5197 2.2108
H 3.6144 0.0508 0.6046
C -8.4543 5.0973 2.1582
H 2.6518 -0.5505 -0.7154
H 13.1574 2.7096 -9.9678
C -2.3397 1.5505 0.3898
C -6.6438 2.0618 4.9876
C 4.5145 3.4994 5.0068
C 1.8207 -0.8084 1.2952
H 5.4591 -4.3302 -1.5763
H -7.5215 5.9077 5.1629
C 8.7691 3.5465 -4.8126
H 1.7068 0.5302 -4.9851
C 13.0634 2.9391 -8.9196
F 2.8865 4.6511 -3.3258
N 0.7148 -0.2002 -2.4982
C 11.8720 2.9229 -8.1452
H 4.8296 4.5832 3.0855
H -2.6151 0.0947 -2.2986
H -1.7243 -13.2034 1.3987
C -4.8704 1.1090 0.1947
F 3.3211 2.7315 -2.4628
H 0.7093 -8.6889 3.3127
H -8.6142 0.2575 8.0655
H -4.6154 -4.5832 2.2183
N 6.6880 4.2729 -5.0182
C 0.4916 2.8924 -1.0444
H 3.8507 -2.9917 2.1338
O -7.3070 0.4727 1.0288
H 2.6128 8.7542 -2.4265
H 5.7407 4.5169 -4.7966
C -1.2014 -11.1198 1.7605
H -7.6932 2.0516 4.7458
C 4.6422 -3.9157 -0.9986
H 6.3134 6.8516 -2.8996
C -5.9205 2.8565 5.8390
N -3.4203 -7.5213 1.4822
C 7.5970 3.7489 -4.1359
C 4.7846 -3.7110 0.3461
F -4.0567 -2.7109 -2.5844
C 1.1767 -5.5916 2.2589
C -9.7949 -0.5693 5.2310
C 2.6093 -2.8265 0.3807
H -1.7082 -1.6592 -0.1245
C 8.5629 3.9687 -6.1544
C 2.5884 -0.0180 0.2337
H -4.0280 -12.5378 2.6707
H 14.0847 3.7765 -6.0280
H -2.5882 1.6625 -0.6644
H -3.2539 -6.6051 3.4009
H -0.1533 -6.2044 3.9527
F 0.6829 5.0104 -2.0048
C 3.5031 -3.6090 -1.6668
C -10.5225 -0.2853 7.3388
H -4.5870 1.0067 -0.8522
H 9.2814 3.9485 -6.9569
H 4.5863 10.6116 -2.2640
C 12.2120 3.2791 -6.8674
H -3.7970 -9.9235 3.3222
H -3.8376 1.6762 1.9481
N 13.5607 3.5049 -6.8388
C 3.7569 -3.1707 1.0716
C -4.5281 -5.9241 0.4235
N 5.6264 7.5695 -2.7567
O -6.4343 -0.9573 -0.7219
H 1.6772 0.0926 -2.6646
C 14.0859 3.3042 -8.0863

=====

19
Properties=species:S:1:pos:R:3 method="wB97M-V/def2-TZVPD" molar_mass_g_mol=102.16 spin_multiplicity=2 orbital_gap_ev="9.375 / 5.250" charge=+2 de_lowest_kj_mol=360.80
H 1.9333 0.1076 -0.8143
C -2.2181 -1.1737 -1.9868
N -1.5351 0.8087 -0.5855
H -2.2913 -2.2463 -2.1737
H -1.3304 1.3456 -1.3929
H 0.9945 -0.4106 1.9703
H 3.5503 0.4965 0.9736
H -1.4186 0.8557 1.4777
C -1.8352 -0.6494 -0.7767
H -2.2114 -0.4921 -2.8746
H -1.5330 -1.1809 0.1103
C 1.6382 0.0906 1.2285
H -0.9767 2.4129 0.5447
N 1.2321 -0.2998 -0.1686
H 1.3563 -1.3083 -0.2461
H 3.2952 -1.0716 1.1920
H 1.4884 1.1861 1.2886
C -1.2689 1.3611 0.5585
N 3.0527 -0.1468 1.5832

=====

60
Properties=species:S:1:pos:R:3 method="wB97M-V/def2-TZVPD" molar_mass_g_mol=300.48 smiles=CC(C)O.CC(C)O.CC(C)O.CC(C)O.CC(C)O orbital_gap_ev=10.314 charge=0 de_lowest_kj_mol=154.16
C 3.4664 -1.9097 1.3716
H -1.9669 0.3697 1.2090
H -2.1684 -2.6817 4.2378
H -2.0090 -4.2884 4.9173
H 4.4311 -1.6278 0.9435
C -1.6353 -3.6243 4.1258
H 1.5723 0.1122 -2.8303
H 0.9345 -4.9525 3.0993
H 0.1192 -2.6206 3.6480
H -0.0266 1.7117 2.1806
C -0.9229 0.2747 0.8870
H 2.6116 -1.5405 -1.1654
H 1.9084 -3.0722 -1.5114
O 0.1318 -2.9971 5.6968
C 0.7515 -4.6291 4.1199
H -5.3872 4.9347 -2.4597
H 3.0126 0.4274 -5.0990
C -3.7989 4.1237 -1.1689
H -3.2002 4.4861 -0.3210
H 0.2325 -5.4412 4.6550
H 3.6259 -2.2208 2.4042
H 3.4132 2.1025 -5.5024
O 1.3359 -2.8832 0.9232
H -0.3119 -3.5997 6.3030
C -2.7747 3.5446 -2.1117
C -0.1388 -3.4063 4.3635
C 1.4022 1.1937 -2.8378
H -5.2191 5.6785 -0.8912
C -0.2390 1.6100 1.1119
H -2.2619 2.6906 -1.6677
H 1.0504 -1.9591 0.8792
H -1.8418 -4.1538 3.1978
H 3.7183 -2.8490 -1.3794
H -1.2760 -1.2488 -0.5879
O -4.6291 3.0292 -0.7612
C 2.7278 -2.6134 -0.9660
H -5.2728 3.3368 -0.1155
H -4.0710 6.0262 -2.2052
H -0.9433 2.4069 0.8662
C 2.7336 -2.9515 0.5191
C -4.6490 5.2397 -1.7147
H 0.7291 1.7627 0.6335
H -2.0083 4.2659 -2.3940
H 0.4127 1.4096 -2.4507
H 3.0798 -3.9723 0.6682
H 2.8178 -1.0346 1.4375
H -0.6619 -0.7921 2.5407
H 3.8254 1.4205 -3.8802
O -0.3212 -0.7728 1.6438
H -3.2887 3.1667 -3.0010
H 1.0066 1.4572 -4.9329
H -1.5205 0.3790 -1.3259
H 2.1661 1.5258 -2.1246
H 2.2741 3.5747 -3.5299
H 0.0555 -0.2313 -0.8540
C 1.7062 1.8500 -4.1977
C 3.1050 1.4374 -4.6982
O 1.5434 3.2476 -4.0651
H 1.6478 -4.5297 4.7302
C -1.0046 -0.1925 -0.5629

=====

7
Properties=species:S:1:pos:R:3 method="wB97M-V/def2-TZVPD" molar_mass_g_mol=118.10 orbital_gap_ev="7.711 / 7.706" charge=-1 de_lowest_kj_mol=196.01
C -1.0162 -0.3005 -1.4637
O 1.6767 -0.2741 1.8343
N 0.6120 0.0569 1.0937
N 1.2891 0.5660 0.1904
S -0.4016 1.2295 -1.5163
O -0.5422 0.0099 1.3330
N -1.6177 -1.2876 -1.4713

=====

178
Properties=species:S:1:pos:R:3 method="wB97M-V/def2-TZVPD" molar_mass_g_mol=1375.56 orbital_gap_ev=9.174 charge=0 de_lowest_kj_mol=397.41
H -5.6794 -1.3514 -5.9574
H 3.7678 0.0369 -2.8821
O 5.0958 3.3795 -4.9608
H -0.9537 -0.9243 -1.9674
C 5.3142 -5.4779 5.6041
O -0.5411 -0.1079 7.1031
H 1.7856 1.3489 -3.0465
C 0.8449 -3.9077 5.6446
H -7.1923 4.0741 -3.0425
H 4.0029 2.2225 -2.5938
C -5.6294 0.9573 -1.5591
H -3.5233 2.2116 -0.6063
O -6.9337 -3.5094 -4.6709
C -0.9783 -4.3847 -3.7786
O -0.4898 -1.9880 -6.4789
H -0.5067 1.0714 -0.3658
H 5.7600 3.8446 -3.0042
H -1.1612 -3.1894 3.0323
O 2.2409 -3.8261 5.8736
H 0.9291 -2.1315 -5.2734
H -1.1485 6.0140 1.9244
C 0.7397 -2.5521 -6.2609
O 1.8225 -0.5533 6.3895
H 4.2443 -4.8283 3.4455
C 0.3995 0.5140 -0.1286
H 1.6737 -2.5869 -8.1498
H 0.0829 -2.1861 2.2393
H 1.2076 2.4552 0.3808
H -1.5913 7.4890 1.0696
C 3.4614 -5.0021 4.1836
S 3.8976 5.6538 4.8185
C -2.4847 0.8833 4.4519
H 0.7299 -3.6243 -6.0652
O -0.9475 3.8081 -0.8682
H 2.6690 -1.6765 -6.9462
C 6.3214 3.9408 -5.5191
O -1.8269 -1.5623 1.9987
H 0.4159 -6.2247 -2.8575
O 4.5144 4.2143 4.5903
C 1.4455 1.4095 0.5754
C -1.1827 6.4865 0.9427
O 5.0567 1.0240 -0.3091
O 2.4674 5.1943 4.0597
O -2.1755 5.7837 0.2327
H 3.1899 -3.2945 -0.3503
O -0.2499 6.2266 -1.1492
C 0.1120 -1.1133 -1.8380
O -4.2492 0.4931 -1.4765
H -4.6705 -1.4512 0.4217
H 2.0962 0.2423 3.7426
H 0.8219 5.7036 0.4519
C 3.6356 3.1841 -2.9523
O 4.0623 -5.9447 4.9931
H -6.2506 0.1067 -1.2786
C 3.0276 -3.6151 4.6967
H 2.4907 1.2916 0.2894
O -2.9729 2.1056 3.8083
C -3.2887 1.6058 -1.4816
H -6.1900 -1.8129 -3.8264
C -6.3056 3.8879 -2.4366
H -1.4150 -3.3942 -3.9066
H 0.6093 7.4641 0.0277
H -6.5813 3.7666 -1.3891
H -5.6208 4.7300 -2.5367
H 2.2171 1.8206 9.8283
H -2.8877 -2.6891 0.6370
H -1.6303 -4.8141 -3.0179
H 3.0161 2.9870 5.1023
C 3.6901 -0.9520 -2.4302
C 2.0869 0.1766 2.6546
H 2.5607 -6.3034 -1.9903
H 1.4981 3.5515 8.1779
S 0.8843 0.2416 7.2021
H -3.5505 -2.7528 2.3816
H -7.3592 -3.8615 -2.6982
C -3.0860 -2.1791 1.5796
H -2.1851 -1.0421 -4.6273
H -2.3220 1.1078 -1.4065
H 6.4348 3.4811 -6.5009
H 0.4696 -2.9658 5.2444
H -5.1507 -3.2472 -3.6428
H 0.7091 -4.6568 4.8646
C 2.2791 -5.2557 -2.0955
O -0.6534 2.2678 4.0992
H -3.5593 -0.2066 0.9119
H 2.4514 -3.2147 3.8626
H 1.4763 -5.6420 -4.0788
C -0.8925 -2.6577 2.1195
H 6.1196 5.0092 -5.5965
O -3.7132 -2.0036 -5.6162
H 3.0469 -4.6158 -2.5304
H 4.5555 4.9186 -3.7348
C 4.8737 3.8806 -3.6377
H 0.3134 -2.0000 -1.2369
H 0.1175 -0.3717 0.4407
C -5.8138 -2.7090 -4.3200
C 1.4309 2.3521 -3.2829
C 1.0834 -5.3956 -3.0924
C -7.8821 -3.7068 -3.6420
H -5.7601 1.6536 -0.7307
H 1.6694 3.4268 3.2270
O 1.3305 1.8220 7.0717
O 3.5262 -0.9046 -0.9379
O 0.9812 -0.6676 -7.6836
C -3.2673 -1.1710 -4.6109
O 5.2552 -1.2027 0.9181
H -0.7675 -3.4993 1.4382
H -8.5015 -2.8099 -3.6317
S -1.5329 5.0754 -1.1605
H 4.0771 2.3608 3.8187
H 0.3834 -1.2192 -2.8883
H -5.2919 -2.9260 -6.3737
H 1.8676 -0.8659 2.4241
H 6.0681 -5.1916 4.8708
O 1.7629 -4.8081 -0.8711
H -3.5365 -1.5299 -3.6175
O 5.7734 -1.0598 -1.4723
H -3.1253 2.1171 -2.4303
O 0.8381 0.0326 -1.3715
H -0.0838 2.8414 8.1045
C -5.1201 -2.2050 -5.5744
H 3.0004 4.0743 2.3622
H 7.2542 3.7859 -4.9769
C 1.6635 -1.9042 -7.3002
C 2.6430 -4.1546 0.0361
H -5.8652 1.0006 -3.7887
O 0.3676 -4.1866 -3.2679
C 0.1360 6.4877 0.1315
C 5.0059 -1.6841 -2.4714
H 4.9241 -2.7379 -2.2051
O -5.4984 2.8851 -3.0703
O 1.3223 1.2354 1.9867
O -1.6639 2.9514 1.7606
S -0.4081 -0.3917 -6.8416
H -5.0531 1.2906 2.1138
H -6.3311 0.2113 1.6613
H 3.9114 -3.0031 4.8769
C 0.9732 2.5967 8.2098
H 0.6918 2.1290 -4.0523
O -4.7273 -0.7470 2.4875
S 4.9423 -0.3984 -0.2641
O 4.6327 6.6151 4.0481
C -0.9776 0.8746 4.0788
H 3.1436 0.2030 2.3886
H 5.1930 -4.6415 6.2924
H 1.0546 2.7127 -2.3256
H -0.9559 0.4701 3.0669
S -1.7974 3.1195 3.2051
H 5.7951 -6.2980 6.1373
H 0.2578 -4.1440 6.5320
H -3.7870 -0.2160 -4.6876
H -3.0419 -0.0361 4.2718
H 2.0660 -3.6953 0.8387
C -4.0894 -1.0892 1.2699
H -8.4869 -4.5700 -3.9196
H -0.3143 0.2467 4.6736
H -2.5648 1.0376 5.5280
O 3.6241 6.0252 6.2221
H 2.6324 -5.5238 3.7053
H -7.2079 1.5856 -2.8326
H 3.3392 -4.9025 0.4156
H 2.8608 -1.5071 -2.8686
O 1.2892 0.3066 8.8299
O -0.1336 0.3506 -5.5636
C -6.1203 1.5847 -2.9045
H 5.5667 -1.5470 -3.3959
O -1.4362 0.1641 -7.7033
H 0.4917 1.6499 10.1278
O -2.4182 5.2103 -2.3548
C -5.5684 0.3807 2.4214
O -2.0323 4.4518 3.8014
C 2.6024 3.9713 3.3717
H -5.9291 0.6719 3.4079
H 3.3861 3.6820 -2.0154
C 3.5881 3.2516 4.2130
H -1.0524 -4.9220 -4.7240
C 1.2601 1.5977 9.3565
O 2.4715 3.0636 -3.8210

=====

51
Properties=species:S:1:pos:R:3 method="wB97M-V/def2-TZVPD" molar_mass_g_mol=397.50 smiles="Cc1cccc(C)c1OCc1nnc(SCC(=O)NCCc2ccccc2)o1" orbital_gap_ev=9.516 charge=0 de_lowest_kj_mol=157.45
H -3.2207 2.9584 0.0986
C -0.0571 4.4020 1.7670
C 0.8116 0.3295 2.7618
C 2.2897 -0.3408 -0.3632
N -1.1469 0.8133 -1.2481
H 2.7795 1.0301 3.2203
O -2.0274 2.3276 1.5788
C 2.1736 0.9942 -0.7035
C 1.7934 1.2949 2.8685
H -1.4695 3.2085 -0.2272
H 0.7472 -2.6331 0.7036
H 1.4517 0.6499 -3.9807
C 2.1040 -1.3332 -1.3167
H -0.3073 -1.9610 -1.4905
H 2.3141 1.7515 0.0533
C 1.6889 0.3752 -2.9636
H -2.9401 -3.9958 -2.6733
H 2.2664 3.3674 2.6365
H 2.9836 -2.9670 -0.2389
S -3.5572 -2.1410 -1.3651
C -2.1418 1.2482 -0.5548
C -0.7338 1.9779 1.9674
C -2.3503 -3.1771 -2.2637
H -1.4844 -1.0469 3.1059
C 1.8711 1.3548 -2.0045
C 0.2439 2.9684 2.0884
N -0.2765 -2.8964 -1.0917
C -0.4618 0.6530 2.3119
H 1.0237 -0.6933 3.0389
C -2.2192 2.5309 0.1956
C -2.6452 -0.6931 -1.2000
H 2.3000 -3.4064 -1.8135
H 0.8280 -4.2603 -0.0172
C 1.5062 2.6059 2.5371
H 0.5115 5.0599 2.4204
C 0.8484 -3.1904 -0.2359
H 0.2223 4.6315 0.7376
C -1.2812 -3.7505 -1.3260
C 1.8010 -0.9599 -2.6201
C -1.5123 -0.4132 2.2217
H -2.5035 0.0249 2.1372
H -1.1170 4.6087 1.8951
H 2.5256 -0.6143 0.6552
H -1.3296 -1.0512 1.3545
C 2.1569 -2.7859 -0.9276
N -1.4587 -0.4268 -1.6718
H 1.6546 -1.7230 -3.3722
O -1.3655 -4.8692 -0.8681
H -1.9193 -2.5683 -3.0558
O -3.1469 0.3346 -0.4912
H 1.7765 2.3970 -2.2701